Entry 1:
13
Properties=species:S:1:pos:R:3:forces:R:3:nbo_charge:R:1 method="wB97M-V/def2-TZVPD" e_above_lowest_kcal_mol=47.3 orbital_gap_ha="0.2343 / 0.2552" e_tot_ev=-19065.172 spin_multiplicity=3
C 2.871802 0.328969 -0.252514 -4.922 -3.939 -3.373 -0.0482
C -0.362291 -0.701600 -0.035804 -2.374 2.339 -0.750 0.0056
C 1.875100 -0.310703 0.701485 1.653 -1.964 -0.605 -0.2726
N 0.796569 -1.100014 0.078103 1.845 -0.092 0.749 -0.4309
N -2.734039 0.545777 -0.084881 0.360 -0.182 0.289 -0.9777
O 3.802989 1.010124 0.053976 4.898 3.728 2.101 -0.2409
S -1.073092 0.958091 0.120314 0.370 0.561 -0.074 0.3264
H 2.605925 0.251656 -1.299390 -0.087 0.048 -0.638 0.2422
H -1.278708 -1.152778 -0.421415 0.601 -1.465 -0.061 0.2086
H 2.561367 -1.093323 1.157215 -1.217 0.952 0.456 0.2238
H 1.712064 0.564430 1.284608 -1.352 0.157 1.520 0.2059
H -3.312713 1.051976 -0.754808 0.926 0.049 -0.236 0.3868
H -3.118003 0.745816 0.812169 -0.702 -0.193 0.622 0.3711


Entry 2:
26
Properties=species:S:1:pos:R:3:forces:R:3:nbo_charge:R:1 method="wB97M-V/def2-TZVPD" e_above_lowest_kcal_mol=40.7 total_charge=-1 orbital_gap_ha=0.1719 e_tot_ev=-37464.436
S -2.705415 1.171916 0.428403 -1.073 -0.002 -0.655 -0.7517
P -1.606480 2.131429 1.718010 1.018 -1.477 0.333 0.8005
C -0.089383 0.991535 2.090777 -0.012 1.372 0.511 -0.1696
C 1.181384 1.271042 1.075362 -1.012 -0.458 2.697 -0.1046
O 2.192784 1.582302 2.122465 -0.544 -0.647 -2.952 -0.7280
B 1.514194 2.265779 3.248653 0.073 -0.910 0.105 0.4163
O 0.290946 1.448210 3.436439 -1.348 -1.504 -2.615 -0.7287
H -2.257759 2.328788 3.018247 0.731 0.254 -1.099 -0.0027
H -1.233447 3.404101 1.143510 0.005 -0.544 0.942 -0.0077
H -0.413047 -0.118098 1.910097 0.175 2.194 1.041 0.2380
H 1.315286 0.220668 0.570740 0.452 2.360 0.653 0.1807
H 0.867389 2.126212 0.334633 1.127 -1.407 1.159 0.1527
H 1.416830 3.421217 3.037858 -0.861 1.376 -0.739 -0.1673
H 1.994105 2.231271 4.326155 1.225 -0.348 0.738 -0.1234
C 0.845769 -2.568080 -1.564111 0.279 -0.226 -0.398 -0.2055
C 0.882842 -2.813448 -2.877408 0.174 -0.046 0.450 -0.2458
C -0.166560 -2.303659 -3.781887 -0.128 0.005 -0.694 0.4753
O -0.134491 -2.529447 -4.983761 0.041 0.048 0.550 -0.5168
C -1.257000 -1.511315 -3.179447 -0.028 0.066 0.341 -0.2439
C -1.294073 -1.265948 -1.866151 -0.345 0.053 -0.437 -0.2107
C -0.244672 -1.775736 -0.961672 -0.139 0.292 1.047 0.4647
O -0.276741 -1.549949 0.240203 0.097 -0.526 -1.073 -0.4696
H 1.607046 -2.935175 -0.886654 -0.021 0.041 0.022 0.2306
H 1.676347 -3.392335 -3.334635 -0.034 0.022 -0.022 0.2253
H -2.018278 -1.144221 -3.856905 0.035 -0.019 -0.003 0.2265
H -2.087578 -0.687060 -1.408923 0.115 0.031 0.098 0.2652


Entry 3:
8
Properties=species:S:1:pos:R:3:forces:R:3:nbo_charge:R:1 method="wB97M-V/def2-TZVPD" e_above_lowest_kcal_mol=18.3 smiles="O=C(CBr)OCl" orbital_gap_ha=0.3378 e_tot_ev=-88763.885
C -0.187466 -0.164902 -0.657675 -1.561 0.835 1.234 0.7877
C -0.321386 0.781719 0.756881 -2.386 -1.904 -1.825 -0.5450
O -0.924544 -0.230201 -1.587043 -0.265 0.487 0.286 -0.5447
O 0.945280 -0.820659 -0.528964 2.073 -1.231 -0.113 -0.4999
Cl 1.492768 -1.899678 -1.816236 -0.899 1.150 1.008 0.2564
Br -0.088997 -0.283503 2.356999 0.343 0.106 -0.173 0.0411
H -1.414906 1.182363 0.923519 2.557 -0.396 -1.113 0.2681
H 0.499253 1.434862 0.552521 0.139 0.954 0.695 0.2363


Entry 4:
15
Properties=species:S:1:pos:R:3:forces:R:3:nbo_charge:R:1 method="wB97M-V/def2-TZVPD" e_above_lowest_kcal_mol=124.5 orbital_gap_ha=0.3700 e_tot_ev=-11236.269
C -2.627626 0.553616 -0.119130 3.754 -1.942 3.232 -0.1339
C 0.125919 -1.473489 -0.422831 -3.673 -4.598 -3.220 0.2787
C 1.663492 -0.545476 0.396411 4.103 5.495 3.198 -0.1872
C 0.340735 0.349324 0.926584 0.939 -0.406 -3.942 -0.2042
C 0.612917 1.571330 0.116776 4.755 5.090 -9.038 0.2251
H -3.464338 0.826067 -0.778295 0.538 -0.925 0.231 0.2198
H -2.468998 1.165341 0.871431 -0.356 -0.468 -2.196 0.1564
H -0.425179 -2.280666 -1.144223 0.583 2.362 2.269 0.2176
H 2.336648 0.277920 -0.045784 -0.390 -1.599 1.286 0.2304
H 2.049409 -1.043627 1.260049 0.809 -0.100 0.670 0.2068
H 0.060632 0.795530 1.787964 0.108 0.169 3.937 0.2354
N -1.800486 -0.506120 -0.234060 -3.684 4.216 -0.673 -0.2329
N -0.626440 -0.645533 0.524946 -0.454 -1.637 -2.974 -0.2903
N 1.357788 -1.441444 -0.557838 -1.387 -0.666 -0.534 -0.4172
N 1.243311 2.239897 -0.781333 -5.645 -4.991 7.754 -0.3046